Entry 1:
C31H19BrF6N6O7S2Ta as an isolated structure. Source: the Open Molecules 2025 dataset; level of theory: ωB97M-V/def2-TZVPD.

Properties
energy relative to the best compared isomer or geometry (same formula, charge and spin): 39.7 kJ/mol
largest force on an atom: 0.0397 hartree/bohr
orbital gap: 6.711 eV
LUMO energy: -3.979 eV
E: -165294.1788 eV

Geometry as ORCA input:
```
! wB97M-V def2-TZVPD RIJCOSX def2/J DEFGRID3
* xyz 1 1
Ta 0.540 -1.554 -0.319
O 2.070 -1.936 0.698
C 3.408 -2.029 0.592
C 4.122 -2.787 1.501
C 5.490 -2.924 1.344
C 6.158 -2.305 0.288
C 5.444 -1.525 -0.597
C 4.061 -1.369 -0.452
C 3.345 -0.491 -1.344
N 2.072 -0.308 -1.320
N 1.578 0.653 -2.211
C 0.290 0.686 -2.147
O -0.369 -0.108 -1.305
C -0.484 1.573 -3.023
C -1.812 1.847 -2.705
C -2.555 2.688 -3.517
C -1.978 3.239 -4.652
C -0.656 2.956 -4.977
C 0.096 2.127 -4.163
H 3.590 -3.270 2.311
H 6.048 -3.521 2.055
H 7.224 -2.432 0.166
H 5.945 -1.022 -1.417
H 3.905 0.087 -2.073
H -2.249 1.403 -1.819
H -3.583 2.913 -3.265
H -2.562 3.889 -5.291
H -0.214 3.382 -5.867
H 1.126 1.894 -4.399
Br -5.226 4.733 0.313
C -4.321 4.112 1.847
C -3.577 4.997 2.608
C -2.904 4.525 3.725
C -2.932 3.175 4.049
C -3.722 2.305 3.299
C -4.424 2.776 2.203
N -2.180 2.820 5.231
N -1.585 1.736 5.367
C -1.315 0.841 4.286
C -1.739 -0.455 4.388
C -1.524 -1.390 3.352
C -0.822 -1.008 2.258
O -0.588 -1.766 1.158
C -0.245 0.270 2.197
N 0.550 0.493 1.114
C 1.060 1.692 0.952
C 0.856 2.727 1.879
C 0.110 2.491 3.000
C -0.493 1.228 3.184
H -3.534 6.043 2.340
H -2.323 5.196 4.346
H -3.820 1.268 3.582
H -5.051 2.109 1.625
H -2.310 -0.742 5.262
H -1.933 -2.391 3.413
H 1.677 1.848 0.074
H 1.310 3.692 1.705
H -0.006 3.266 3.745
F -0.242 -1.789 -3.788
C -1.269 -2.626 -3.930
F -1.000 -3.500 -4.882
F -2.367 -1.948 -4.199
S -1.544 -3.541 -2.337
O -1.267 -2.536 -1.275
O -2.841 -4.091 -2.409
N -0.360 -4.614 -2.293
S 0.784 -4.156 -1.343
O 0.476 -4.057 0.072
O 1.416 -2.873 -1.785
C 2.072 -5.451 -1.577
F 3.073 -5.106 -0.785
F 1.575 -6.612 -1.226
F 2.457 -5.452 -2.835
*
```


Entry 2:
An isolated ion of composition C9H11N4 and charge +1. Source: the Open Molecules 2025 dataset; level of theory: ωB97M-V/def2-TZVPD.

Properties
energy relative to the best compared isomer or geometry (same formula, charge and spin): 82.2 kJ/mol
largest force on an atom: 0.0183 hartree/bohr
orbital gap: 9.088 eV
LUMO energy: -2.785 eV
SMILES: C[N@H+]1C=CN2c3ncccc3N[C@@H]21
E: -15464.6564 eV

Geometry as ORCA input:
```
! wB97M-V def2-TZVPD RIJCOSX def2/J DEFGRID3
* xyz 1 1
C -0.891 -3.314 -1.325
C 0.302 -2.592 -1.288
C -2.084 -2.715 -0.951
C 0.203 -1.280 -0.884
C -1.059 -0.778 -0.545
C -1.370 1.091 1.016
C -0.396 1.635 1.741
C 0.490 0.916 -0.339
C 1.666 2.743 0.982
N -2.177 -1.448 -0.551
N 1.169 -0.274 -0.679
N -0.911 0.583 -0.184
N 0.901 1.490 1.064
H -0.884 -4.343 -1.643
H 1.244 -3.040 -1.561
H -3.016 -3.258 -0.965
H -2.410 0.986 1.263
H -0.433 2.109 2.700
H 0.638 1.761 -1.028
H 1.059 3.506 0.496
H 1.922 3.087 1.982
H 2.583 2.589 0.416
H 1.980 -0.245 -1.276
H 1.474 0.790 1.559
*
```


Entry 3:
An isolated ion of composition C5H9N and charge -1. Source: the Open Molecules 2025 dataset; level of theory: ωB97M-V/def2-TZVPD.

Properties
energy relative to the best compared isomer or geometry (same formula, charge and spin): 200.6 kJ/mol
largest force on an atom: 0.0525 hartree/bohr
orbital gap (alpha / beta): 5.043 / 4.443 eV
LUMO energy (alpha / beta): 4.076 / 3.527 eV
E: -6816.6533 eV

Geometry as ORCA input:
```
! wB97M-V def2-TZVPD RIJCOSX def2/J DEFGRID3
* xyz -1 2
C 2.607 0.380 0.528
C 1.308 -0.357 0.362
C 0.083 0.132 -0.517
C -1.011 -0.859 -0.726
N -2.291 -0.532 -0.462
C -2.696 0.281 0.481
H 3.232 0.522 -0.335
H 2.717 1.133 1.314
H 1.832 -0.961 -0.406
H -0.362 1.052 -0.132
H 0.813 -0.904 1.159
H 0.516 0.421 -1.494
H -0.942 -1.686 -1.428
H -2.043 0.943 1.061
H -3.763 0.436 0.596
*
```


Entry 4:
C3H33BeO14 as an isolated structure. Source: the Open Molecules 2025 dataset; level of theory: ωB97M-V/def2-TZVPD.

Properties
energy relative to the best compared isomer or geometry (same formula, charge and spin): 52.3 kJ/mol
largest force on an atom: 0.0605 hartree/bohr
orbital gap: 9.187 eV
LUMO energy: -3.324 eV
E: -32710.3830 eV

Geometry as ORCA input:
```
! wB97M-V def2-TZVPD RIJCOSX def2/J DEFGRID3
* xyz 1 1
Be 18.935 10.659 -7.424
C 22.290 10.832 -7.603
C 21.235 11.562 -8.454
C 20.814 10.784 -9.741
O 20.143 11.671 -7.563
H 22.008 9.737 -7.328
H 22.659 11.512 -6.746
H 23.266 10.701 -8.172
H 21.495 12.614 -8.647
H 20.598 9.804 -9.368
H 21.617 10.646 -10.438
H 20.005 11.358 -10.243
O 19.471 9.018 -7.196
H 20.040 9.012 -6.425
H 18.919 8.235 -7.051
O 17.823 10.608 -8.816
H 17.038 10.048 -9.009
H 17.874 11.291 -9.458
O 21.337 7.402 -10.387
H 21.782 8.208 -10.636
H 21.939 7.092 -9.679
O 23.345 7.864 -5.661
H 23.502 8.806 -5.366
H 23.337 7.885 -6.617
O 22.881 9.995 -3.861
H 22.959 9.669 -2.985
H 22.605 10.898 -3.823
O 18.578 8.530 -10.486
H 19.264 8.129 -10.023
H 18.184 7.757 -10.845
O 20.667 8.897 -4.825
H 20.814 8.016 -4.351
H 21.534 9.236 -4.563
O 18.029 11.116 -6.138
H 18.319 11.989 -5.695
H 17.094 11.116 -6.259
O 18.842 10.420 -12.682
H 19.434 9.669 -12.984
H 18.895 10.240 -11.725
O 17.409 13.313 -7.773
H 17.969 13.561 -7.041
H 16.946 14.122 -7.938
O 18.729 13.118 -12.760
H 18.985 12.171 -12.844
H 18.336 13.476 -13.531
O 20.454 12.028 -4.563
H 20.088 12.887 -4.689
H 20.962 12.041 -5.345
O 19.651 14.360 -9.037
H 18.817 14.013 -8.652
H 20.283 13.670 -8.716
*
```


Entry 5:
C25H41BrCaCl2FMgNO9S2 as an isolated structure. Source: the Open Molecules 2025 dataset; level of theory: ωB97M-V/def2-TZVPD.

Properties
largest force on an atom: 0.0794 hartree/bohr
orbital gap: 1.470 eV
LUMO energy: -4.823 eV
E: -189851.6666 eV

Geometry as ORCA input:
```
! wB97M-V def2-TZVPD RIJCOSX def2/J DEFGRID3
* xyz 0 1
C 2.528 -4.313 3.737
C 1.880 -3.060 4.291
O 0.419 -3.063 4.164
C -0.026 -2.632 2.850
C -0.102 -1.074 2.787
C -0.125 -0.434 1.608
C -0.163 1.047 1.606
O -0.809 1.685 0.804
C 0.662 1.658 2.671
C 0.688 1.046 3.873
C 1.489 1.532 5.073
C 2.857 2.083 4.660
C 3.759 1.098 3.959
C 5.103 1.780 3.668
N 6.028 1.004 2.847
C -0.135 -0.147 4.000
O -0.891 -0.367 5.034
H 3.523 -4.462 4.142
H 1.847 -5.141 3.932
H 2.617 -4.198 2.658
H 2.337 -2.139 3.907
H 2.129 -3.075 5.408
H -0.943 -3.126 2.547
H 0.742 -2.940 2.141
H -0.075 -0.998 0.688
H 1.220 2.564 2.472
H 1.686 0.640 5.699
H 0.953 2.262 5.676
H 3.381 2.441 5.543
H 2.728 2.916 3.971
H 3.335 0.701 3.030
H 3.939 0.172 4.674
H 4.931 2.873 3.070
H 5.623 2.009 4.600
H 6.271 0.136 3.351
H 6.947 1.533 2.919
F 8.284 2.290 4.020
Mg 5.180 -0.943 3.972
C -1.587 -0.998 -3.294
C -1.772 -2.488 -3.488
O -0.506 -3.038 -3.032
S 0.072 -2.159 -1.855
O -0.274 -2.762 -0.603
O 1.413 -1.810 -2.140
O -0.848 -0.887 -2.057
H -0.983 -0.559 -4.090
H -2.528 -0.471 -3.218
H -1.950 -2.758 -4.524
H -2.565 -2.890 -2.868
Br 4.570 4.495 3.541
C -6.736 -2.584 -3.903
S -5.814 -1.304 -3.051
O -4.364 -1.632 -3.197
C -6.300 -1.789 -1.395
H -6.538 -2.487 -4.968
H -6.411 -3.564 -3.554
H -7.800 -2.444 -3.715
H -6.004 -2.822 -1.215
H -7.379 -1.677 -1.291
H -5.795 -1.131 -0.691
C 4.040 1.045 -3.904
C 5.130 0.309 -3.138
O 4.550 -0.365 -2.029
H 3.533 1.757 -3.258
H 4.479 1.615 -4.803
H 3.286 0.352 -4.285
H 5.871 1.004 -2.747
H 5.642 -0.410 -3.786
H 3.898 -0.985 -2.375
C -5.342 4.922 -4.100
C -6.365 4.738 -5.020
C -6.812 3.458 -5.315
C -6.240 2.362 -4.684
C -5.219 2.546 -3.763
C -4.767 3.826 -3.473
H -4.992 5.921 -3.873
H -6.815 5.594 -5.507
H -7.606 3.314 -6.037
H -6.591 1.363 -4.911
H -4.774 1.691 -3.269
H -3.967 3.969 -2.758
Cl 3.999 3.190 -5.747
Ca 0.396 -1.741 5.688
Cl 4.947 -3.075 1.649
*
```


Entry 6:
One molecule with the formula CH4IN3. Source: the Open Molecules 2025 dataset; level of theory: ωB97M-V/def2-TZVPD.

Properties
energy relative to the best compared isomer or geometry (same formula, charge and spin): 43.8 kJ/mol
largest force on an atom: 0.0657 hartree/bohr
orbital gap: 8.202 eV
LUMO energy: -0.358 eV
SMILES: [H]/N=N/CNI
E: -13669.6803 eV

Geometry as ORCA input:
```
! wB97M-V def2-TZVPD RIJCOSX def2/J DEFGRID3
* xyz 0 1
C -0.088 -0.173 -0.544
N 0.370 -1.535 1.321
N 0.292 -0.360 0.984
N -0.558 1.054 -0.978
I 0.494 2.700 -0.048
H 0.882 -0.447 -1.097
H -0.669 -0.897 -1.079
H 0.754 -1.723 2.224
H -1.477 1.381 -0.783
*
```


Look up the E of the first one.
-165294.1788 eV